DFT (wB97M-V/def2-TZVPD) results for a cluster of 3 separate species, C30H52BrF2O3PSi in total in a non-equilibrium geometry.

**Electronic energy**: -4804.5845 Eh
**Max |F|**: 1.31 eV/A
**Lowest unoccupied orbital energy**: 0.4 eV
**Total charge**: 0

Each line ends with the Mulliken charge.
Atoms and positions in Å:
C  -2.32932  1.27347  -0.70805  -0.85
C  -3.51354  1.24444  -0.85040  -1.23
C  -4.95671  1.34495  -0.82675  1.43
O  -5.44714  1.03490  0.48355  -0.27
C  -5.44957  -0.29188  0.86049  -0.09
O  -6.42891  -0.96471  0.75303  -0.49
C  -4.21135  -0.93136  1.51707  1.45
F  -4.67338  -1.41937  2.71283  -0.37
F  -3.27427  -0.01676  1.84459  -0.23
C  -3.68947  -2.10273  0.69796  -0.86
C  -2.24918  -2.51831  1.05216  -0.75
Si  -1.00296  -2.61623  -0.37656  0.31
C  -0.04973  -4.23767  -0.33103  -1.20
C  -1.77714  -2.48660  -2.08984  -1.25
C  0.19525  -1.14669  -0.20701  0.55
C  0.54710  -0.65341  1.03723  -0.24
C  1.38633  0.44218  1.14750  -0.10
C  1.89724  1.04636  0.01441  -0.91
C  1.57112  0.52856  -1.22106  -0.56
C  0.72674  -0.55722  -1.34368  -0.49
P  -5.66092  0.20193  -2.14242  0.41
O  -4.76204  -0.93259  -2.45999  -0.57
C  -5.33431  2.82436  -1.05306  -0.41
Br  -7.22846  2.97967  -1.51138  -0.06
C  -4.46415  3.64427  -1.98967  -0.52
C  -4.30775  3.13527  -3.40878  -1.16
H  -1.30113  1.34051  -0.46407  0.73
H  -3.85729  -1.90676  -0.35935  0.09
H  -4.35734  -2.91385  0.95923  0.30
H  -1.85422  -1.90848  1.85605  0.47
H  -2.29924  -3.52327  1.46651  0.40
H  0.28031  -4.51913  0.66450  0.34
H  -0.73352  -5.01321  -0.68145  0.34
H  0.77449  -4.21620  -1.03477  0.29
H  -1.82658  -1.44312  -2.38582  0.32
H  -1.18110  -3.03420  -2.81335  0.45
H  -2.79907  -2.85501  -2.11547  0.42
H  0.16451  -1.10113  1.94039  0.25
H  1.63039  0.82867  2.12651  0.06
H  2.53677  1.91167  0.07048  0.42
H  1.96353  0.97242  -2.12593  0.51
H  0.46853  -0.92744  -2.32114  0.56
H  -5.98682  0.97194  -3.26622  0.13
H  -6.88824  -0.23359  -1.61662  0.08
H  -5.26001  3.27754  -0.07247  0.45
H  -3.49529  3.82882  -1.54548  0.37
H  -4.94009  4.62050  -2.05490  0.46
H  -5.26034  3.10922  -3.93100  0.31
H  -3.64889  3.76654  -3.99499  0.39
H  -3.89636  2.12982  -3.46397  0.27
C  0.34501  0.65485  4.68201  -1.10
C  1.08867  1.96748  4.91170  -0.45
C  2.41088  1.79375  5.65758  -0.73
C  2.28269  1.22224  7.07071  -0.75
C  1.38723  2.02745  8.01093  -0.38
C  1.89020  3.44635  8.26175  -1.20
H  0.06845  0.17602  5.62209  0.43
H  -0.57380  0.82893  4.11865  0.29
H  0.96065  -0.04565  4.11339  0.22
H  0.44014  2.66645  5.44597  0.41
H  1.29799  2.42886  3.94207  0.32
H  2.92311  2.75907  5.69882  0.37
H  3.06247  1.13372  5.07556  0.34
H  3.28404  1.15291  7.50697  0.40
H  1.90772  0.19641  7.01682  0.31
H  1.32810  1.50044  8.96665  0.39
H  0.36636  2.06477  7.62127  0.24
H  2.89395  3.43204  8.69120  0.30
H  1.23524  3.96887  8.96027  0.38
H  1.92212  4.03252  7.34224  0.28
C  3.02413  -2.56532  -3.51729  -0.91
C  4.54529  -2.45652  -3.55838  -0.53
C  5.04198  -1.02289  -3.73817  -0.66
C  4.61326  -0.35100  -5.04403  -0.58
C  5.03195  -1.08798  -6.31506  -0.47
C  6.54466  -1.20937  -6.47614  -1.21
H  2.56831  -2.23128  -4.45123  0.32
H  2.71794  -3.60034  -3.35444  0.43
H  2.61812  -1.96349  -2.70343  0.03
H  4.93885  -3.09785  -4.35166  0.28
H  4.95171  -2.84679  -2.62176  0.35
H  6.13297  -1.01419  -3.66357  0.35
H  4.67979  -0.41590  -2.90189  0.30
H  5.03235  0.66008  -5.06590  0.41
H  3.52649  -0.22541  -5.04995  0.28
H  4.62808  -0.54884  -7.17598  0.38
H  4.58026  -2.08326  -6.34093  0.25
H  7.01334  -0.22338  -6.49512  0.29
H  6.79270  -1.71536  -7.41019  0.38
H  6.99286  -1.78333  -5.66399  0.28

=====

DFT (wB97M-V/def2-TZVPD) results for a structure of composition C30H52F3IrN10 in a non-equilibrium geometry.

**Electronic energy**: -2124.7160 Eh
**ΔE to the lowest compared entry with this formula, charge and spin**: 0.00 kJ/mol
**Max |F|**: 3.20 eV/A
**Multiplicity**: 2
**Lowest unoccupied orbital energy (alpha / beta)**: -9.5 / -12.5 eV
**Total charge**: +3

Each line ends with the Mulliken spin population.
Atoms and positions in Å:
Ir  -0.06916  -0.57617  0.35509  -0.02
C  5.10380  1.24205  0.93561  0.00
N  4.80824  -0.04967  0.32241  0.00
C  5.99862  -0.80661  -0.07102  0.00
C  3.58963  -0.61920  0.23646  0.00
N  2.44850  0.01086  0.09307  0.00
C  2.52534  1.43311  -0.21039  0.00
C  1.21831  1.96642  -0.73268  0.00
N  0.09821  1.70829  0.17169  0.01
C  -1.14698  2.22303  -0.40955  0.00
C  -2.32969  1.41879  0.09482  0.00
N  -2.16085  0.04876  -0.35304  0.00
C  -3.16669  -0.57649  -0.94908  0.00
N  -2.91929  -1.60285  -1.79545  0.00
C  -1.78194  -1.60246  -2.69852  0.00
C  -3.84862  -2.69567  -2.01481  0.00
N  -4.45401  -0.21317  -0.75756  0.00
C  -5.44388  -0.25104  -1.82754  0.00
C  -4.98591  0.21464  0.52632  0.00
C  0.29864  2.23933  1.53284  0.00
C  0.71537  1.15295  2.49730  0.00
N  -0.22853  0.04633  2.43636  0.01
C  -0.93063  -0.34462  3.49231  0.00
N  -1.05376  0.39209  4.61931  0.00
C  -1.24623  1.83309  4.66596  0.00
C  -1.05451  -0.23779  5.93672  0.00
N  -1.53780  -1.55085  3.49931  0.00
C  -2.82512  -1.76515  4.14737  0.00
C  -1.06691  -2.68742  2.73776  0.00
N  3.66125  -2.01497  0.28690  0.00
C  3.72146  -2.60907  1.60169  0.00
C  3.29714  -2.80789  -0.85347  0.00
H  6.05741  1.15460  1.45380  0.00
H  5.20137  2.04082  0.19816  0.00
H  4.35247  1.51284  1.67250  0.00
H  6.73449  -0.10017  -0.45287  0.00
H  6.44072  -1.33442  0.77697  0.00
H  5.77245  -1.52177  -0.85382  0.00
H  2.81372  2.00827  0.67207  0.00
H  3.27753  1.61484  -0.98278  0.00
H  1.32593  3.04430  -0.89953  0.00
H  0.99336  1.49756  -1.69342  0.00
H  -1.28615  3.28366  -0.17907  0.00
H  -1.10357  2.11822  -1.49374  0.00
H  -2.36809  1.46461  1.18800  0.00
H  -3.23355  1.87503  -0.30962  0.00
H  -1.09442  -0.80251  -2.43893  0.00
H  -1.25137  -2.55169  -2.65078  0.00
H  -2.13116  -1.46039  -3.72564  0.00
H  -4.62912  -2.70270  -1.26090  0.00
H  -4.29696  -2.65396  -3.00994  0.00
H  -3.29617  -3.63614  -1.94120  0.00
H  -4.96798  -0.34927  -2.79900  0.00
H  -6.16473  -1.05923  -1.68982  0.00
H  -6.00190  0.68624  -1.81697  0.00
H  -4.24425  0.10953  1.31360  0.00
H  -5.33681  1.24833  0.48889  0.00
H  -5.84596  -0.41106  0.77431  0.00
H  1.03022  3.05134  1.54544  0.00
H  -0.64702  2.66251  1.87011  0.00
H  1.69537  0.75850  2.22194  0.00
H  0.80925  1.57237  3.49741  0.00
H  -1.46882  2.23637  3.68211  0.00
H  -2.09138  2.04995  5.32151  0.00
H  -0.37880  2.34567  5.08888  0.00
H  -0.76853  -1.28266  5.87166  0.00
H  -0.33251  0.28191  6.56874  0.00
H  -2.03047  -0.15749  6.41932  0.00
H  -3.26540  -0.82446  4.46492  0.00
H  -3.49551  -2.23471  3.42466  0.00
H  -2.74145  -2.43536  5.00495  0.00
H  -1.66112  -2.83854  1.83326  0.00
H  -0.02392  -2.55253  2.46220  0.00
H  -1.15332  -3.57717  3.36565  0.00
H  4.48878  -2.13157  2.21419  0.00
H  2.76117  -2.51124  2.13238  0.00
H  3.96076  -3.66738  1.51352  0.00
H  3.51530  -2.26917  -1.77553  0.00
H  3.85892  -3.74414  -0.83487  0.00
H  2.24234  -3.05538  -0.86784  0.00
F  -1.75239  -9.78964  0.45538  0.00
C  -1.13546  -9.40616  -0.66709  0.03
F  0.03269  -10.05049  -0.73537  0.00
F  -1.88453  -9.76594  -1.70438  0.00
C  -0.89436  -7.91121  -0.63814  0.08
C  -1.25038  -7.10202  -1.70052  0.18
C  -1.01814  -5.69836  -1.64134  0.23
C  -0.43524  -5.11875  -0.50941  -0.09
C  -0.04765  -5.96120  0.54189  0.24
C  -0.27412  -7.36316  0.47425  0.20
C  -0.23927  -3.71899  -0.39168  0.16
C  -0.06586  -2.52070  -0.23325  -0.04
H  -1.70816  -7.54301  -2.57765  -0.01
H  -1.29058  -5.06996  -2.47889  0.03
H  0.43066  -5.52680  1.40986  0.01
H  0.02684  -8.01328  1.28750  -0.01

=====

DFT (wB97M-V/def2-TZVPD) results for the molecule C30H52N2OS in a non-equilibrium geometry.

**Electronic energy**: -1756.4835 Eh
**Max |F|**: 7.01 eV/A
**Lowest unoccupied orbital energy**: -1.3 eV
**Total charge**: 0

Each line ends with the Mulliken charge.
Atoms and positions in Å:
C  9.11235  -5.62059  -1.76349  -0.92
C  9.02970  -4.74173  -0.36629  -0.38
C  9.49113  -3.15213  -0.57059  -0.43
C  8.62049  -2.18866  0.43068  -0.65
C  8.91643  -0.58046  0.27426  -0.47
C  7.67791  0.23808  -0.47954  -0.45
C  7.93081  1.85974  -0.55935  -0.58
C  7.38944  2.69832  0.75207  -0.59
C  5.77781  2.55098  1.03514  -0.50
C  4.83663  3.53436  0.08972  -0.38
C  3.42183  3.79332  0.94322  -0.64
C  2.08353  3.77639  -0.00371  -0.54
C  0.75895  4.49097  0.65742  -0.50
C  -0.59063  3.52521  0.66260  -0.69
C  -1.98186  4.40388  0.48871  -0.68
C  -2.63296  4.27249  -1.04333  -0.50
C  -3.83872  3.16823  -0.92946  -0.56
C  -5.13042  3.44298  -1.90085  -0.51
C  -6.51978  2.76046  -1.26705  -0.62
C  -7.06134  1.47399  -2.13596  -0.58
C  -6.82565  0.01386  -1.41984  0.46
C  -7.88797  -1.26867  -1.55693  -0.78
C  -7.60086  -2.75627  -0.85581  0.41
C  -8.65933  -4.00160  -1.00266  -0.71
C  -8.70291  -5.00078  0.33101  -0.47
O  -8.67526  -4.27230  1.61052  -0.31
C  -8.02214  -5.04354  2.67986  -0.27
C  -7.39039  -4.01937  3.83526  -0.82
C  -6.21180  -2.94008  -0.00480  0.35
N  -5.60002  -4.11818  0.72067  -0.41
S  -4.04848  -3.64043  1.45251  0.15
N  -3.86547  -1.95349  1.02173  -0.54
C  -5.13278  -1.72682  0.22214  0.42
C  -5.48350  -0.28056  -0.49772  -0.47
H  8.41624  -6.58958  -1.73238  0.28
H  8.73079  -4.96943  -2.68807  0.26
H  10.20481  -6.02382  -2.00006  0.24
H  7.91738  -4.77040  0.04358  0.29
H  9.69318  -5.29733  0.42514  0.26
H  10.64993  -3.13445  -0.39518  0.25
H  9.31175  -2.91790  -1.72685  0.21
H  8.75322  -2.58886  1.53944  0.29
H  7.47384  -2.34388  0.15096  0.27
H  8.98100  -0.13763  1.38029  0.22
H  9.95125  -0.34663  -0.22419  0.31
H  7.68629  -0.16314  -1.60205  0.23
H  6.63574  -0.07062  -0.03960  0.19
H  9.07364  2.02806  -0.78824  0.32
H  7.34063  2.26646  -1.50485  0.27
H  7.76172  3.82865  0.69312  0.33
H  7.93986  2.23043  1.69099  0.24
H  5.38895  1.45187  0.89877  0.14
H  5.60102  2.93019  2.15243  0.32
H  5.46109  4.53382  -0.04967  0.23
H  4.63585  3.01978  -0.95572  0.26
H  3.34582  2.87550  1.68490  0.25
H  3.56576  4.76971  1.57662  0.29
H  2.29602  4.35338  -1.02431  0.23
H  1.82096  2.65441  -0.21692  0.29
H  1.05257  4.85793  1.73729  0.29
H  0.43311  5.47319  0.06321  0.29
H  -0.63043  3.05608  1.75859  0.26
H  -0.52152  2.61531  -0.07122  0.38
H  -2.71962  4.01026  1.32759  0.31
H  -1.77173  5.53575  0.70667  0.37
H  -2.93926  5.30333  -1.50408  0.38
H  -1.79229  3.78218  -1.73432  0.25
H  -4.25463  2.99734  0.15712  0.31
H  -3.37819  2.11871  -1.26163  0.12
H  -4.94334  3.01219  -2.99684  0.25
H  -5.24414  4.60552  -2.03468  0.35
H  -7.34757  3.61182  -1.38958  0.31
H  -6.43879  2.54157  -0.12006  0.36
H  -8.24143  1.61686  -2.24467  0.30
H  -6.64074  1.54929  -3.23764  0.30
H  -8.87060  -1.12779  -2.19831  0.19
H  -8.37486  -4.62019  -1.97587  0.30
H  -9.73245  -3.54288  -1.19698  0.32
H  -7.73151  -5.68343  0.22633  0.27
H  -9.62294  -5.72250  0.25661  0.35
H  -7.09589  -5.68929  2.31185  0.23
H  -8.72779  -5.77903  3.26024  0.31
H  -8.23037  -3.52021  4.48499  0.28
H  -6.66909  -3.21931  3.32532  0.15
H  -6.67571  -4.65488  4.54723  0.28
H  -4.71231  0.58604  -0.33546  0.14

=====

The highest max |F| belongs to which entry? C30H52N2OS

=====

max |F| of number 1 (C30H52BrF2O3PSi)? 1.31 eV/A

=====

The highest max |F| belongs to which entry? C30H52N2OS

=====

What is the total charge in the third record? 0